Record 1
47
Properties=species:S:1:pos:R:3 method="wB97M-V/def2-TZVPD" largest_force_ha_per_bohr=0.204 homo_lumo_gap_ha=0.2648 spin_multiplicity=1 charge=0
S -0.166 -0.030 0.423
O -3.055 -1.208 2.094
O -2.896 -1.000 -1.843
O 0.110 0.950 1.465
O 0.536 -1.250 0.932
O 2.588 -2.273 -0.417
O -1.600 -0.296 0.254
O -0.197 3.082 2.454
O 2.323 -1.806 2.677
O 1.638 -0.895 -2.738
O 2.540 1.677 -0.835
O -0.765 -2.927 2.519
O -0.570 -2.932 -1.183
O -3.480 1.586 0.258
O 0.384 0.345 -0.817
O 0.533 -0.055 4.288
O -0.709 1.061 -3.092
N 1.404 3.476 -2.868
H 1.969 -1.759 0.232
H -0.344 0.903 -2.242
H 2.312 -1.800 -1.164
H -0.343 3.776 1.705
H 0.584 0.353 3.468
H 3.122 1.002 -0.534
H 1.088 -0.397 -2.026
H -2.493 -1.970 2.310
H -3.389 -1.782 -1.382
H 1.462 -1.715 2.124
H -1.491 -2.798 -1.247
H 0.160 2.316 1.902
H 0.991 4.270 -2.461
H -0.577 -3.830 2.358
H 0.985 -0.920 4.020
H 0.613 3.300 2.944
H -0.547 -3.012 -0.308
H -2.251 -0.676 -1.089
H -2.681 -0.905 1.266
H 2.873 -1.970 1.857
H 0.870 -1.378 -3.165
H -3.129 0.829 0.230
H -0.367 -2.247 1.876
H 2.369 3.540 -2.960
H -0.501 0.288 -3.715
H 0.967 3.468 -3.772
H 1.757 1.224 -0.810
H 1.163 2.752 -2.339
H -3.795 1.634 -0.649

Record 2
38
Properties=species:S:1:pos:R:3 method="wB97M-V/def2-TZVPD" largest_force_ha_per_bohr=0.053 homo_lumo_gap_ha=0.3226 spin_multiplicity=1 charge=0 smiles="O[C@](Cc1ccccc1Cl)(CN1NCNC1=S)C1(Cl)CC1"
Cl 4.087 0.359 -0.922
Cl 0.164 -3.204 0.588
S 1.433 1.042 4.186
O 0.122 1.400 -0.587
N 0.122 0.408 1.878
N -1.103 0.258 3.711
N -1.171 0.078 1.394
C -0.471 -1.280 -1.298
C 1.248 0.542 -0.422
C 1.404 0.314 1.099
C -3.132 -2.230 -1.442
C -2.721 -1.099 -2.160
C 2.748 2.737 -0.867
C 2.522 1.243 -1.003
C 0.996 -0.769 -1.237
C 0.173 0.537 3.253
C 2.445 2.138 -2.214
C -2.209 -2.890 -0.621
C -0.880 -2.414 -0.540
C -2.031 0.049 2.605
C -1.412 -0.633 -2.114
H 1.882 -0.672 1.277
H -1.090 0.222 -2.707
H 1.618 -1.569 -0.838
H -4.153 -2.586 -1.503
H -0.549 1.106 0.044
H 3.314 2.153 -2.906
H -2.597 -0.894 2.706
H 2.121 1.052 1.526
H -1.406 0.837 4.508
H -1.177 -0.846 0.926
H 1.928 3.282 -0.396
H 3.728 3.136 -0.678
H -2.751 0.856 2.569
H 1.260 -0.643 -2.297
H -3.436 -0.558 -2.777
H 1.481 2.324 -2.685
H -2.508 -3.786 -0.057

Record 3
15
Properties=species:S:1:pos:R:3 method="wB97M-V/def2-TZVPD" largest_force_ha_per_bohr=0.019 homo_lumo_gap_ha=0.3627 spin_multiplicity=1 charge=+1
S 0.706 -1.088 1.313
S -0.474 0.173 2.446
N -1.216 -0.430 -1.205
C 2.283 -0.210 1.259
C -1.321 0.895 -1.912
H -0.877 1.661 -1.264
H -0.738 0.861 -2.824
H -2.114 -0.720 -0.814
H -0.232 -0.456 3.613
H -0.949 -1.158 -1.864
H -0.494 -0.446 -0.438
H -2.362 1.125 -2.077
H 2.197 0.717 0.704
H 2.990 -0.887 0.786
H 2.601 -0.037 2.278

Record 4
77
Properties=species:S:1:pos:R:3 method="wB97M-V/def2-TZVPD" largest_force_ha_per_bohr=0.004 homo_lumo_gap_ha=0.2621 spin_multiplicity=1 charge=+1
Sn 0.715 0.725 0.866
As -1.905 1.216 1.795
As -1.017 -1.956 1.755
S 1.221 2.234 2.833
O -0.985 -0.095 -0.999
O 2.011 2.740 -6.099
N 0.449 2.902 -0.324
N 1.061 1.236 -4.201
N -0.468 2.991 -1.413
C 2.923 1.727 2.932
C -3.830 -2.435 1.084
C 3.943 2.652 2.721
C -5.472 -0.727 0.696
C 0.315 0.713 -3.253
C 3.129 1.528 -2.887
C 2.848 2.590 -5.039
C -1.703 0.143 -4.584
C -2.932 -0.695 -2.200
C -0.983 0.228 -3.358
C 3.255 0.406 3.225
C -1.593 -0.185 -2.110
C 4.378 2.122 -2.764
C 2.357 1.773 -4.011
C -1.270 -3.125 3.299
C -2.815 2.901 1.463
C -4.525 0.245 0.993
C 2.474 3.509 -7.204
C -0.721 -3.274 0.354
C -5.126 -2.068 0.747
C 4.586 0.015 3.292
C 5.596 0.940 3.081
C 5.270 2.260 2.801
C -1.962 1.136 3.734
C -3.575 -0.761 -3.397
C 4.099 3.171 -4.914
C -2.869 -1.473 1.371
C -3.228 -0.123 1.330
C -2.970 -0.338 -4.613
C 4.855 2.939 -3.772
H 0.296 -3.656 0.440
H -3.572 -3.487 1.113
H -1.590 -2.532 4.154
H -4.585 -1.152 -3.429
H -3.708 2.969 2.083
H -0.858 3.923 -1.490
H 3.381 3.072 -7.626
H 6.633 0.636 3.143
H 2.782 0.851 -2.116
H -1.363 0.294 4.075
H 4.827 -1.014 3.524
H -2.018 -3.890 3.092
H 0.243 3.530 0.450
H -6.479 -0.434 0.431
H -0.839 -2.778 -0.607
H 1.374 3.147 -0.668
H -1.208 2.316 -1.256
H 5.831 3.396 -3.683
H -3.409 -1.024 -1.287
H -1.420 -4.105 0.438
H 2.468 -0.312 3.426
H 2.659 4.543 -6.906
H -2.999 1.013 4.044
H 4.489 3.803 -5.698
H -4.817 1.286 0.952
H 0.677 1.389 -5.124
H -2.143 3.715 1.735
H -3.093 2.993 0.414
H -0.322 -3.605 3.538
H 0.761 0.660 -2.270
H 4.980 1.924 -1.887
H 1.678 3.481 -7.941
H -1.537 2.049 4.145
H -1.230 0.451 -5.510
H -3.518 -0.413 -5.541
H 6.051 2.992 2.644
H 3.690 3.682 2.502
H -5.862 -2.829 0.524

Record 5
22
Properties=species:S:1:pos:R:3 method="wB97M-V/def2-TZVPD" largest_force_ha_per_bohr=0.029 homo_lumo_gap_ha=0.1578 spin_multiplicity=1 charge=0
O -0.938 0.425 -1.696
O 1.746 0.616 -1.734
O -2.370 -0.403 0.172
O -0.615 -2.209 -0.603
O 1.942 -1.311 -0.179
N 0.417 0.067 1.545
N -1.070 1.852 1.167
C 0.207 1.279 0.845
H -0.388 -0.375 -1.756
H -3.281 -0.712 -0.013
H -1.148 2.115 2.134
H -1.298 -1.615 -0.249
H 1.023 2.007 0.923
H 1.088 -0.551 1.035
H 0.151 -2.224 -0.005
H 2.585 -2.024 -0.285
H 0.686 0.213 2.517
H 1.958 -0.231 -1.194
H -1.623 0.150 -1.010
H 2.497 0.820 -2.323
H -1.767 1.125 0.931
H 0.197 0.986 -0.222

Record 6
87
Properties=species:S:1:pos:R:3 method="wB97M-V/def2-TZVPD" largest_force_ha_per_bohr=0.163 homo_lumo_gap_ha=0.3289 spin_multiplicity=1 charge=-1
S 0.139 0.857 0.404
S -0.731 -1.247 0.961
F -0.171 -2.438 1.842
F 1.359 1.811 0.891
O 4.077 -4.091 6.102
O -0.072 8.508 -0.754
O -8.585 -4.553 0.378
O 4.061 0.354 4.702
O 1.843 -4.949 -5.982
O 4.320 -1.838 0.182
O 1.347 -8.910 -1.130
O -4.867 2.766 -2.832
O -1.152 5.236 -3.560
O -4.575 -3.431 -5.374
O -0.695 -1.883 -0.368
O -1.014 1.698 0.720
O 6.823 3.326 -2.667
O -0.369 0.074 5.964
O -2.047 -0.935 1.502
O -5.698 6.888 2.048
O 0.516 0.671 -0.973
N 0.561 -0.186 1.409
C -0.309 4.931 -4.680
C 5.994 4.512 -2.646
C 5.117 1.298 4.465
C -0.147 -0.870 7.002
C -4.652 1.408 -2.519
C 2.615 -4.332 -4.932
C -4.575 7.391 1.320
C -7.979 -4.151 1.544
C 0.878 7.950 0.068
C 0.250 -8.360 -0.365
C 4.975 -1.015 -0.742
C 3.439 -5.075 5.356
C -4.443 -4.072 -4.157
H -0.085 9.455 -0.601
H -4.713 -3.350 -3.387
H 2.127 -8.425 -0.850
H -0.453 5.775 -5.354
H -6.281 7.643 2.157
H 0.892 -0.899 7.332
H 3.468 -4.980 -4.730
H 6.455 2.746 -3.337
H -6.892 -4.173 1.462
H 3.642 -5.108 4.285
H -0.699 -0.589 7.899
H -5.527 0.928 -2.958
H -3.425 -4.415 -3.974
H -0.463 -1.876 6.728
H -4.062 3.271 -2.692
H 5.602 1.063 3.517
H -5.083 -4.945 -4.026
H 3.947 -3.275 5.612
H 4.953 4.198 -2.571
H 5.153 -0.084 -0.205
H -4.762 7.594 0.266
H 1.999 -4.199 -4.042
H 0.754 4.888 -4.441
H 2.963 -3.323 -5.152
H 6.265 5.127 -1.788
H 5.840 1.236 5.279
H -3.754 6.677 1.393
H 1.118 8.552 0.945
H 5.923 -1.481 -1.012
H -3.799 0.877 -2.942
H 3.497 0.400 3.927
H -8.300 -4.782 2.373
H 1.089 -4.418 -6.250
H -0.987 6.158 -3.349
H -0.394 -7.635 -0.863
H -3.800 -2.913 -5.602
H 0.610 6.948 0.403
H 3.608 -1.331 0.578
H 3.614 -6.092 5.704
H 4.368 -0.865 -1.635
H -4.641 1.341 -1.431
H -8.341 -5.464 0.198
H 1.794 7.850 -0.515
H 4.668 2.291 4.443
H -0.425 -9.153 -0.042
H -4.233 8.257 1.888
H 2.380 -4.825 5.420
H 6.238 5.061 -3.556
H -0.580 3.993 -5.165
H -8.259 -3.113 1.718
H 0.209 -0.125 5.224
H 0.548 -7.832 0.540